[1]
Density functional theory data (ωB97M-V/def2-TZVPD) for a 2-piece molecular cluster, C8H17N2O overall.

Kohn-Sham gap (spin up / spin down): 0.2203 / 0.2469 hartree
Total charge: +1
HOMO (spin up / spin down): -11.03 / -11.50 eV
2S+1: 1
E_LUMO (spin up / spin down): -5.03 / -4.78 eV
E_tot: -13588.400 eV

```
28
C8H17N2O (ωB97M-V/def2-TZVPD)
C 3.468 -0.766 1.303
C 2.802 -1.169 0.195
C 2.471 -0.399 -0.875
C 1.397 2.233 0.528
C -1.248 -0.448 -1.688
C -2.234 0.048 0.459
C -0.817 -1.874 0.210
C 0.308 1.537 -0.283
N 0.130 0.227 0.231
N -1.026 -0.476 -0.222
O 2.282 0.169 -1.854
H 3.692 -1.469 2.085
H 3.805 0.246 1.434
H 2.480 -2.201 0.100
H 2.380 1.861 0.246
H 1.373 3.302 0.347
H 1.251 2.042 1.589
H -1.528 0.553 -2.006
H -0.334 -0.741 -2.201
H -2.044 -1.142 -1.954
H -3.113 -0.524 0.167
H -2.087 -0.015 1.535
H -2.389 1.091 0.192
H -0.525 -1.862 1.257
H -1.723 -2.460 0.080
H -0.014 -2.317 -0.376
H -0.612 2.138 -0.243
H 0.623 1.524 -1.350
```

These are the natural (NBO) partial charges, in e, on atoms 1 to 4:
1. C -0.154
2. C -0.469
3. C 0.886
4. C -0.591


[2]
Density functional theory data (ωB97M-V/def2-TZVPD) for CH2O3P2 as an isolated structure.

Kohn-Sham gap: 0.3532 hartree
HOMO: -9.71 eV
2S+1: 1
E_LUMO: -0.10 eV
E_tot: -25789.687 eV

```
8
CH2O3P2 (ωB97M-V/def2-TZVPD)
C -0.898 0.160 -0.118
O 1.480 -0.437 -0.698
O 0.340 -2.478 0.327
O 1.029 1.813 0.895
P 0.570 1.507 -0.438
P 0.372 -1.118 -0.086
H -1.210 0.444 0.987
H -1.683 0.108 -0.868
```

These are the natural (NBO) partial charges, in e, on atoms 1 to 4:
1. C -1.227
2. O -1.030
3. O -0.961
4. O -1.058


[3]
Density functional theory data (ωB97M-V/def2-TZVPD) for a 3-piece molecular cluster, C3H8N2O2 overall.

SMILES: c1c[nH]cn1.O.O
Kohn-Sham gap: 0.3530 hartree
HOMO: -8.93 eV
2S+1: 1
E_LUMO: 0.68 eV
E_tot: -10316.140 eV

```
15
C3H8N2O2 (ωB97M-V/def2-TZVPD)
C 0.317 -1.990 -0.561
C -0.032 -0.825 -1.174
N 0.884 0.100 -0.793
C 1.747 -0.528 0.050
N 1.436 -1.781 0.213
H -0.143 -2.965 -0.534
H -0.827 -0.603 -1.853
H 0.833 1.085 -1.003
H 2.521 0.044 0.554
O -0.841 2.198 -0.288
H -1.337 2.997 -0.485
H -1.192 1.641 0.430
O -1.399 0.446 1.741
H -0.723 0.575 2.412
H -1.244 -0.393 1.291
```

These are the natural (NBO) partial charges, in e, on atoms 1 to 4:
1. C -0.131
2. C -0.116
3. N -0.521
4. C 0.153


[4]
Density functional theory data (ωB97M-V/def2-TZVPD) for an isolated ion of composition C4H8IN2 and charge +1.

Kohn-Sham gap (spin up / spin down): 0.2953 / 0.3188 hartree
Total charge: +1
HOMO (spin up / spin down): -12.79 / -13.54 eV
2S+1: 1
E_LUMO (spin up / spin down): -4.76 / -4.87 eV
E_tot: -15346.865 eV

```
15
C4H8IN2 (ωB97M-V/def2-TZVPD)
C -0.085 -2.351 0.182
C 0.512 -0.865 0.134
C -1.760 -0.245 -0.561
C -0.180 1.443 -0.027
N -1.213 -2.658 -0.165
N -0.658 0.049 0.331
I -3.641 0.026 0.033
H 0.677 -3.119 0.641
H 1.325 -0.875 0.855
H 0.898 -0.634 -0.810
H -1.445 -0.169 -1.639
H 0.534 1.835 0.672
H 0.378 1.480 -1.115
H -1.111 2.089 -0.259
H -0.804 -0.065 1.366
```

These are the natural (NBO) partial charges, in e, on atoms 1 to 4:
1. C -0.048
2. C -0.262
3. C -0.259
4. C -0.444


[5]
Density functional theory data (ωB97M-V/def2-TZVPD) for a 5-piece molecular cluster, C11H19N5O overall.

SMILES: CN(C)C=O.CC#N.CC#N.CC#N.CC#N
Kohn-Sham gap: 0.3813 hartree
HOMO: -9.67 eV
2S+1: 1
E_LUMO: 0.70 eV
E_tot: -21211.701 eV

```
36
C11H19N5O (ωB97M-V/def2-TZVPD)
C 1.624 -2.633 -1.977
N 0.914 -1.405 -1.779
C 1.591 -0.331 -2.497
C -0.254 -1.266 -1.154
O -0.911 -0.226 -1.082
H 1.722 -2.845 -2.992
H 1.097 -3.477 -1.606
H 2.583 -2.638 -1.464
H 1.695 -0.610 -3.551
H 1.036 0.602 -2.428
H 2.625 -0.227 -2.177
H -0.682 -2.210 -0.730
C 2.093 4.735 -0.157
C 2.675 3.384 -0.273
N 3.027 2.310 -0.358
H 1.299 4.852 0.602
H 1.577 4.938 -1.077
H 2.793 5.535 -0.065
C -3.998 -2.398 0.627
C -3.415 -3.632 1.051
N -3.004 -4.659 1.340
H -4.590 -1.952 1.445
H -4.587 -2.630 -0.231
H -3.179 -1.719 0.491
C -2.120 1.533 1.438
C -0.935 2.396 1.744
N -0.039 3.030 2.060
H -2.233 0.978 2.402
H -1.929 0.737 0.705
H -3.004 2.169 1.306
C 1.499 -0.132 1.704
C 0.279 -0.944 1.860
N -0.683 -1.541 1.973
H 1.646 0.657 2.459
H 1.412 0.387 0.768
H 2.375 -0.769 1.623
```

These are the natural (NBO) partial charges, in e, on atoms 1 to 4:
1. C -0.402
2. N -0.420
3. C -0.422
4. C 0.533


[6]
Density functional theory data (ωB97M-V/def2-TZVPD) for the molecule C3H10N4.

SMILES: [H]/N=C(/N)NCCN
Kohn-Sham gap: 0.3581 hartree
HOMO: -8.90 eV
2S+1: 1
E_LUMO: 0.85 eV
E_tot: -9231.157 eV

```
17
C3H10N4 (ωB97M-V/def2-TZVPD)
H 1.715 1.317 -0.679
N 1.720 1.675 0.367
C 0.801 1.140 1.035
N 0.288 1.606 2.307
N 0.242 0.024 0.569
C 0.543 -0.369 -0.765
C -0.505 -1.533 -1.157
N -1.746 -0.874 -0.599
H 0.980 2.516 2.376
H 0.485 0.938 3.019
H -0.841 0.060 0.486
H 0.680 0.399 -1.741
H 1.552 -0.772 -0.811
H -0.552 -2.518 -0.523
H -0.526 -1.877 -2.160
H -2.580 -1.417 -0.480
H -2.256 -0.314 -1.242
```

These are the natural (NBO) partial charges, in e, on atoms 1 to 4:
1. H 0.341
2. N -0.770
3. C 0.559
4. N -0.832


[7]
Density functional theory data (ωB97M-V/def2-TZVPD) for the molecule C9H20N2O.

SMILES: CCN(CC)C(=O)N(CC)CC
Kohn-Sham gap: 0.3530 hartree
HOMO: -8.69 eV
2S+1: 1
E_LUMO: 0.92 eV
E_tot: -14684.689 eV

```
32
C9H20N2O (ωB97M-V/def2-TZVPD)
C -2.329 -1.904 0.943
C -2.183 -1.112 -0.349
N -1.102 -0.119 -0.351
C -1.532 1.203 -1.047
C -2.336 2.123 -0.083
C 0.171 -0.603 -0.464
O 0.431 -1.790 -0.607
N 1.149 0.370 -0.385
C 2.495 0.193 -0.914
C 3.548 -0.479 -0.029
C 0.948 1.313 0.702
C 0.844 0.582 2.045
H -3.326 -2.246 1.032
H -1.610 -2.743 1.086
H -2.172 -1.211 1.774
H -3.131 -0.675 -0.616
H -1.967 -1.856 -1.149
H -2.078 1.029 -2.010
H -0.786 1.844 -1.435
H -1.952 1.954 0.903
H -2.092 3.136 -0.350
H -3.400 1.862 -0.045
H 2.784 1.203 -1.263
H 2.375 -0.459 -1.758
H 3.173 -1.456 0.224
H 3.709 0.030 0.927
H 4.507 -0.602 -0.583
H 0.064 1.928 0.552
H 1.801 1.952 0.709
H 0.595 1.135 2.908
H 0.112 -0.233 2.098
H 1.855 0.064 2.185
```

These are the natural (NBO) partial charges, in e, on atoms 1 to 4:
1. C -0.616
2. C -0.218
3. N -0.483
4. C -0.214


[8]
Density functional theory data (ωB97M-V/def2-TZVPD) for C12H10Cl5CoN3O as an isolated structure.

Kohn-Sham gap (spin up / spin down): 0.2166 / 0.2171 hartree
Expectation value of S²: 0.90
HOMO (spin up / spin down): -7.96 / -7.60 eV
2S+1: 2
E_LUMO (spin up / spin down): -2.07 / -1.69 eV
E_tot: -119360.097 eV

```
32
C12H10Cl5CoN3O (ωB97M-V/def2-TZVPD)
Co -1.032 1.429 -0.626
Cl 2.108 -0.849 -0.524
C 2.162 0.865 -0.114
C 1.011 1.660 -0.148
C 1.273 2.934 0.213
Cl -1.424 3.317 -1.584
C 2.443 3.540 0.557
Cl 2.512 5.216 0.982
C 3.568 2.719 0.567
Cl 5.108 3.356 1.002
C 3.418 1.371 0.226
Cl 4.809 0.349 0.245
C -2.947 1.385 -0.077
H -3.474 1.461 -1.024
H -3.135 2.273 0.521
H -3.204 0.473 0.455
C -0.842 -3.145 -2.293
N -0.891 -2.459 -1.008
C -0.809 -3.108 0.181
C -0.795 -2.455 1.364
C -0.850 -1.027 1.321
N -0.940 -0.417 0.159
C -0.956 -1.086 -1.025
O -1.017 -0.424 -2.056
N -0.801 -0.281 2.429
H -0.774 -4.214 -2.108
H 0.028 -2.804 -2.850
H -1.740 -2.920 -2.865
H -0.747 -4.185 0.119
H -0.720 -2.992 2.295
H -0.626 -0.701 3.323
H -0.716 0.720 2.342
```

These are the natural (NBO) partial charges, in e, on atoms 1 to 4:
1. Co 0.919
2. Cl -0.023
3. C -0.057
4. C -0.246


[9]
Density functional theory data (ωB97M-V/def2-TZVPD) for the molecule CBrF2I.

Kohn-Sham gap (spin up / spin down): 0.2515 / 0.2516 hartree
HOMO (spin up / spin down): -8.81 / -8.81 eV
2S+1: 1
E_LUMO (spin up / spin down): -1.97 / -1.96 eV
E_tot: -84612.028 eV

```
5
CBrF2I (ωB97M-V/def2-TZVPD)
C 0.963 -0.137 -0.025
F 1.452 -1.000 -0.853
F 1.717 -0.105 1.067
Br -0.777 0.475 -0.155
I -3.355 0.767 -0.034
```

These are the natural (NBO) partial charges, in e, on atoms 1 to 4:
1. C 0.657
2. F -0.265
3. F -0.279
4. Br 0.271


[10]
Density functional theory data (ωB97M-V/def2-TZVPD) for C23H44NOP3Sc as an isolated structure.

Kohn-Sham gap (spin up / spin down): 0.1236 / 0.1221 hartree
Total charge: +3
HOMO (spin up / spin down): -15.67 / -15.67 eV
2S+1: 1
E_LUMO (spin up / spin down): -12.31 / -12.35 eV
E_tot: -76642.464 eV

```
73
C23H44NOP3Sc (ωB97M-V/def2-TZVPD)
Sc -1.715 1.550 -0.848
P -2.646 -0.724 -0.295
P 2.460 -0.777 2.142
P 1.421 -2.925 -1.470
H -3.056 3.790 -1.620
C -2.709 2.883 -2.134
C -3.453 1.659 -2.086
H -4.398 1.559 -1.523
C -4.127 -0.668 0.774
C -1.613 -1.946 0.576
C -3.244 -1.728 -1.699
C 3.661 0.491 2.556
C 0.824 -0.365 2.763
C 2.977 -2.403 2.701
C 0.890 -2.821 -3.233
C 2.012 -4.671 -1.428
C 3.054 -2.084 -1.639
H -1.953 3.061 -2.916
H -3.392 0.943 -2.918
H -4.931 -0.089 0.302
H -3.890 -0.211 1.743
H -4.468 -1.701 0.930
H -1.418 -1.633 1.612
H -0.647 -2.082 0.064
H -2.166 -2.897 0.577
H -3.861 -1.126 -2.375
H -3.847 -2.552 -1.298
H -2.399 -2.131 -2.272
H 4.450 0.053 3.183
H 3.167 1.311 3.094
H 4.110 0.879 1.631
H 0.381 -1.220 3.286
H 0.179 -0.080 1.925
H 0.861 0.487 3.449
H 4.072 -2.483 2.673
H 2.549 -3.182 2.055
H 2.628 -2.561 3.731
H 1.164 -3.748 -3.753
H 1.352 -1.956 -3.725
H -0.200 -2.701 -3.263
H 2.197 -5.041 -2.444
H 1.225 -5.275 -0.958
H 2.924 -4.746 -0.823
H 3.552 -2.364 -2.576
H 3.689 -2.363 -0.790
H 2.907 -0.999 -1.623
C 0.854 1.090 -1.518
C 2.034 1.756 -1.972
C 2.215 1.994 -3.323
C 1.238 1.636 -4.265
C 0.055 1.031 -3.866
C -0.180 0.781 -2.498
O 0.682 0.712 -0.273
H 2.395 -0.824 0.723
H 2.791 2.023 -1.234
H 3.137 2.471 -3.661
H 1.421 1.838 -5.322
H -0.709 0.729 -4.586
H -0.949 0.011 -2.205
N -2.195 2.816 1.008
C -1.397 2.794 2.216
C -0.080 3.233 2.155
C 0.656 3.294 3.349
C 0.069 2.902 4.560
C -1.244 2.410 4.580
C -1.988 2.337 3.395
H -2.163 3.732 0.552
H -3.181 2.613 1.199
H 0.348 3.528 1.190
H 1.686 3.654 3.320
H 0.641 2.979 5.491
H -1.685 2.085 5.527
H -3.023 1.962 3.400
```

These are the Löwdin partial charges, in e, on atoms 1 to 4:
1. Sc 0.939
2. P 0.777
3. P 0.926
4. P 0.798


[11]
Density functional theory data (ωB97M-V/def2-TZVPD) for the molecule C13H16O4S.

SMILES: CCOc1ccc(C(=O)CSCCC(=O)O)cc1
Kohn-Sham gap: 0.3258 hartree
HOMO: -8.62 eV
2S+1: 1
E_LUMO: 0.25 eV
E_tot: -32766.204 eV

```
34
C13H16O4S (ωB97M-V/def2-TZVPD)
C -4.374 -1.613 1.600
C -4.814 -0.671 0.484
O -3.978 -0.755 -0.656
C -2.763 -0.167 -0.660
C -2.244 0.641 0.352
C -0.991 1.206 0.222
C -0.216 0.978 -0.914
C 1.125 1.542 -1.120
O 1.758 1.358 -2.142
C 1.737 2.359 0.000
S 2.055 1.351 1.491
C 3.544 0.432 0.993
C 3.239 -0.727 0.055
C 4.455 -1.577 -0.220
O 4.451 -2.773 -0.328
O 5.571 -0.848 -0.351
C -0.744 0.166 -1.926
C -1.990 -0.395 -1.806
H -4.353 -2.636 1.231
H -3.380 -1.358 1.958
H -5.075 -1.551 2.428
H -5.800 -0.966 0.116
H -4.875 0.363 0.844
H -2.809 0.843 1.248
H -0.620 1.818 1.029
H 1.069 3.157 0.320
H 2.686 2.782 -0.330
H 3.963 0.068 1.932
H 4.241 1.137 0.541
H 2.455 -1.366 0.466
H 2.899 -0.347 -0.912
H 6.325 -1.422 -0.558
H -0.144 -0.009 -2.807
H -2.401 -1.020 -2.582
```

These are the natural (NBO) partial charges, in e, on atoms 1 to 4:
1. C -0.638
2. C -0.064
3. O -0.484
4. C 0.332


[12]
Density functional theory data (ωB97M-V/def2-TZVPD) for H8N2Si2 as an isolated structure.

Kohn-Sham gap (spin up / spin down): 0.1783 / 0.2441 hartree
Expectation value of S²: 2.02
HOMO (spin up / spin down): -3.96 / -10.02 eV
2S+1: 3
E_LUMO (spin up / spin down): 0.89 / -3.38 eV
E_tot: -18859.908 eV

```
12
H8N2Si2 (ωB97M-V/def2-TZVPD)
N -1.171 -1.394 -0.301
N -1.318 1.384 -0.260
Si 1.790 0.044 -0.128
Si -0.451 0.015 0.385
H -0.650 -2.235 -0.420
H -2.068 -1.252 -0.788
H -1.979 1.855 0.376
H -0.804 2.057 -0.752
H 2.206 -1.316 -0.553
H 2.237 0.162 1.171
H 2.549 0.961 -0.945
H -0.342 -0.280 2.216
```

These are the natural (NBO) partial charges, in e, on atoms 1 to 4:
1. N -1.127
2. N -1.318
3. Si 0.350
4. Si 1.136


- Which of these has the highest E_tot?
  C3H10N4


- 2S+1 of number 7 (C9H20N2O)?
  1


- E_tot of number 9 (CBrF2I)?
  -84612.028 eV